[1]
# C4H12N3

A 2-piece molecular cluster, C4H12N3 overall in a non-equilibrium geometry (ωB97M-V/def2-TZVPD, OMol25).

Structure (XYZ):
```
19
Properties=species:S:1:pos:R:3:nbo_charge:R:1
N 2.134 -2.171 0.772 -1.0721
N -0.129 0.414 -0.442 -0.3336
N 1.885 1.363 -0.042 -0.7349
C -1.554 0.579 -0.564 0.0159
C 1.038 0.621 -0.791 0.4259
C -2.576 -0.488 -0.323 -0.6446
C -0.780 1.338 0.419 -0.2868
H 2.946 -2.848 0.928 0.3713
H 1.433 -0.045 -1.521 0.2241
H 1.346 2.069 0.470 0.4056
H -2.864 -1.240 -1.120 0.2703
H -1.110 1.183 1.506 0.2563
H -2.205 -0.907 0.638 0.2286
H -1.672 1.218 -1.458 0.2228
H 1.730 -2.465 -0.053 0.3427
H -0.626 2.405 0.264 0.2225
H 1.549 -2.629 1.486 0.3605
H -3.498 0.070 0.011 0.2571
H 2.951 1.533 -0.179 0.4682
```

Its total charge is +1. As for the energy relative to the best compared isomer or geometry (same formula, charge and spin): 3.711 eV.

=====

[2]
# C4H12N3

A 2-piece molecular cluster, C4H12N3 overall in a non-equilibrium geometry (ωB97M-V/def2-TZVPD, OMol25).

Structure (XYZ):
```
19
Properties=species:S:1:pos:R:3:nbo_charge:R:1
N -0.342 1.230 0.110 -0.6750
N 0.456 -1.176 0.869 -0.7158
N -1.212 -2.718 0.464 -0.7172
C 0.317 0.698 -2.193 -0.4286
C 0.043 2.261 1.118 -0.4227
C 0.669 0.995 -0.918 -0.0511
C 0.070 -2.365 0.536 0.4001
H 1.409 -0.963 0.551 0.4189
H -1.218 1.472 -0.374 0.3941
H -0.142 -0.298 0.839 0.4491
H -0.807 2.569 1.728 0.2298
H 0.559 3.141 0.676 0.2117
H -1.438 -3.587 0.107 0.4229
H -1.952 -1.998 0.519 0.4258
H 1.682 1.003 -0.541 0.1999
H 1.063 0.437 -2.943 0.2320
H 0.812 -3.061 0.147 0.2259
H -0.741 0.581 -2.472 0.2061
H 0.771 1.778 1.777 0.1942
```

Its total charge is +1. As for the energy relative to the best compared isomer or geometry (same formula, charge and spin): 1.831 eV.

=====

[3]
# C4H12N3

An isolated ion of composition C4H12N3 and charge +1 in a non-equilibrium geometry (ωB97M-V/def2-TZVPD, OMol25).

Structure (XYZ):
```
19
Properties=species:S:1:pos:R:3:nbo_charge:R:1
N -0.156 0.098 0.448 -0.1263
N -1.321 -0.776 0.562 -0.4197
N 0.418 -1.022 -0.715 -0.1511
C 0.078 2.588 0.682 -0.6259
C 1.635 -1.806 -0.613 -0.4403
C -0.342 1.393 -0.168 -0.2592
C -0.931 -1.675 -0.474 -0.0867
H 0.319 1.349 -0.993 0.2464
H -2.125 -0.200 0.423 0.3730
H 2.023 -1.734 0.441 0.2263
H 2.364 -1.469 -1.227 0.2279
H 1.058 2.413 1.221 0.2253
H 0.203 0.264 1.431 0.4372
H -1.635 -1.537 -1.284 0.2099
H -0.778 2.652 1.436 0.2223
H 1.368 -2.835 -0.765 0.2446
H -0.983 -2.673 -0.015 0.2125
H 0.224 3.451 0.085 0.2589
H -1.421 1.519 -0.477 0.2250
```

Its total charge is +1. As for the energy relative to the best compared isomer or geometry (same formula, charge and spin): 5.846 eV.

=====

E_HOMO across the listed records, respectively: -13.892 -12.745 -14.344 eV.